#P
15
Properties=species:S:1:pos:R:3:nbo_charge:R:1 method="wB97M-V/def2-TZVPD" total_charge=+1 multiplicity=2 homo_lumo_gap_ev="11.17 / 6.35"
N 0.972 -1.911 -1.876 -0.566
C 0.828 -2.031 -0.371 -0.131
N -0.444 -1.600 0.019 -0.424
H 0.359 -2.593 -2.312 0.377
H 0.605 -1.004 -2.174 0.380
H 0.950 -3.097 -0.177 0.233
H 1.644 -1.468 0.076 0.240
H -0.598 -0.588 0.086 0.452
H -1.291 -2.145 -0.056 0.413
C -0.225 2.183 1.276 0.557
N -0.877 3.342 1.142 -0.776
O -0.558 1.155 0.696 -0.714
H 0.656 2.208 1.928 0.138
H -0.404 4.222 1.287 0.415
H -1.617 3.327 0.458 0.406

***

#Q
15
Properties=species:S:1:pos:R:3:nbo_charge:R:1 method="wB97M-V/def2-TZVPD" total_charge=+1 multiplicity=2 homo_lumo_gap_ev="9.42 / 4.72"
N 0.450 -0.053 -1.342 -0.869
C 1.173 -1.048 -0.485 -0.083
N 0.447 -1.830 0.465 -0.789
H 1.117 0.358 -1.984 0.398
H -0.272 -0.526 -1.873 0.381
H 1.775 -1.688 -1.141 0.200
H 1.967 -0.512 0.025 0.185
H -0.014 -1.197 1.116 0.333
H -0.293 -2.382 0.038 0.369
C -1.655 1.612 0.848 0.462
N -0.350 1.632 0.780 -0.704
O -2.321 1.987 1.823 -0.037
H -2.188 1.134 0.006 0.267
H 0.002 0.924 0.069 0.453
H 0.160 1.589 1.657 0.432

***

Relative energies with respect to the most stable structure, expressed in kcal/mol: #P 0.0; #Q 37.1.

***

#P
11
Properties=species:S:1:pos:R:3:nbo_charge:R:1 method="wB97M-V/def2-TZVPD" total_charge=0 multiplicity=1 homo_lumo_gap_ev=9.03
H 0.481 -0.773 2.449 0.343
N -0.448 -0.776 2.046 -0.587
C -0.310 0.005 1.032 0.434
N -1.348 0.464 0.288 -0.357
C -1.230 0.156 -0.918 0.092
C -0.128 -0.522 -1.619 0.023
N 1.070 -0.352 -1.256 -0.234
N 1.489 0.586 -0.331 0.062
N 0.948 0.619 0.764 -0.179
H -2.129 0.297 -1.559 0.191
H -0.332 -1.147 -2.444 0.213

***

#Q
11
Properties=species:S:1:pos:R:3:nbo_charge:R:1 method="wB97M-V/def2-TZVPD" total_charge=0 multiplicity=1 homo_lumo_gap_ev=9.70
N -3.510 -0.112 -0.322 -0.256
C -2.363 -0.505 -0.037 0.238
C -0.923 -0.464 0.220 0.250
N -0.241 -1.424 -0.018 -0.204
N 1.152 -1.446 0.029 -0.285
C 1.642 -0.271 -0.248 0.213
N 0.833 0.919 -0.362 -0.521
N -0.298 0.766 0.548 -0.480
H 2.774 -0.286 -0.169 0.211
H 0.884 1.770 -1.123 0.439
H 0.049 1.053 1.481 0.395

***

#R
11
Properties=species:S:1:pos:R:3:nbo_charge:R:1 method="wB97M-V/def2-TZVPD" total_charge=0 multiplicity=1 homo_lumo_gap_ev=8.08
N 1.422 -0.612 -1.492 -0.658
C 0.309 0.026 -1.066 0.508
N 0.282 1.416 -0.559 -0.346
C 0.417 1.405 0.725 0.197
N 0.228 0.385 1.685 -0.146
N -0.298 -0.725 1.447 -0.130
C -1.122 -0.842 0.288 0.203
N -0.975 -0.454 -0.914 -0.395
H 1.307 -1.492 -1.870 0.356
H 0.496 2.313 1.335 0.201
H -2.065 -1.420 0.420 0.211

***

Relative energies with respect to the most stable structure, expressed in kcal/mol: #P 0.0; #Q 19.0; #R 5.1.

***

#P
20
Properties=species:S:1:pos:R:3:nbo_charge:R:1 method="wB97M-V/def2-TZVPD" total_charge=0 multiplicity=1 homo_lumo_gap_ev=10.67
C -2.152 1.170 -2.300 -0.039
N -1.344 0.720 -1.413 -0.426
C -0.646 -0.540 -1.747 -0.262
C 0.674 -0.701 -1.002 -0.617
H -2.034 0.844 -3.369 0.147
H -2.853 1.990 -2.065 0.179
H -1.143 -1.454 -1.562 0.211
H -0.439 -0.630 -2.840 0.164
H 0.495 -0.985 0.042 0.224
H 1.337 -1.304 -1.660 0.215
H 1.163 0.307 -1.005 0.208
O 3.369 -0.679 1.612 -0.938
H 3.547 -1.672 1.664 0.474
H 3.931 -0.372 2.292 0.465
O -2.587 -0.599 1.121 -0.946
H -2.261 0.119 0.582 0.480
H -3.233 -0.083 1.681 0.461
O 1.545 1.309 3.698 -0.940
H 0.694 1.652 3.319 0.468
H 1.937 0.909 2.950 0.471

***

#Q
20
Properties=species:S:1:pos:R:3:nbo_charge:R:1 method="wB97M-V/def2-TZVPD" total_charge=0 multiplicity=1 homo_lumo_gap_ev=9.94
N 0.748 0.025 2.366 -0.829
C -0.449 0.236 1.509 -0.223
C -0.214 -0.273 0.090 -0.433
C -1.146 0.471 -0.905 -0.062
O -0.901 -0.127 -2.212 -0.744
H 0.638 0.637 3.152 0.344
H 0.815 -0.922 2.723 0.355
H -0.749 1.267 1.678 0.188
H -1.252 -0.415 1.879 0.167
H 0.776 0.024 -0.266 0.215
H -0.432 -1.332 -0.013 0.217
H -2.184 0.299 -0.597 0.166
H -1.051 1.559 -0.932 0.170
H -0.514 0.614 -2.666 0.476
O -1.217 -3.005 -2.346 -0.956
H -0.465 -3.498 -2.718 0.460
H -0.876 -2.104 -2.294 0.488
O 2.760 2.613 1.493 -0.927
H 2.286 2.771 2.312 0.464
H 3.561 3.097 1.592 0.463

***

Relative energies with respect to the most stable structure, expressed in kcal/mol: #P 14.8; #Q 0.0.

***

#P
20
Properties=species:S:1:pos:R:3:nbo_charge:R:1 method="wB97M-V/def2-TZVPD" total_charge=0 multiplicity=1 homo_lumo_gap_ev=8.34
C 1.207 1.233 -0.716 -0.556
C -0.085 1.518 -0.506 0.213
C -0.583 2.929 -0.734 -0.645
N -1.049 0.577 -0.238 -0.805
H 1.596 0.227 -0.704 0.177
H 1.792 2.039 -1.124 0.196
H -1.480 3.016 -0.107 0.198
H -0.901 3.146 -1.749 0.224
H 0.153 3.636 -0.379 0.226
H -1.881 0.918 0.211 0.374
H -0.790 -0.284 0.213 0.394
O 1.351 -2.154 1.311 -0.952
H 1.677 -1.809 0.476 0.471
H 0.777 -2.878 1.041 0.481
O -1.899 -0.769 2.173 -0.950
H -2.453 -0.535 2.928 0.471
H -1.089 -1.060 2.616 0.482
O 1.098 -3.417 -1.238 -0.950
H 1.996 -3.234 -1.499 0.473
H 0.563 -3.098 -1.973 0.479

***

#Q
20
Properties=species:S:1:pos:R:3:nbo_charge:R:1 method="wB97M-V/def2-TZVPD" total_charge=0 multiplicity=1 homo_lumo_gap_ev=10.52
C 2.054 0.697 -0.344 -0.418
N 0.694 0.333 -0.040 -0.670
C 0.469 -1.117 -0.199 -0.280
C -0.712 -1.573 0.419 -0.100
O -1.936 -0.819 0.033 -0.758
H 2.127 0.431 -1.424 0.203
H 2.841 0.138 0.194 0.180
H 2.170 1.821 -0.253 0.222
H 0.298 0.288 0.926 0.402
H 0.341 -1.391 -1.261 0.190
H 1.356 -1.699 0.123 0.198
H -1.057 -2.584 0.056 0.215
H -0.767 -1.496 1.526 0.188
H -1.715 0.023 -0.379 0.474
O -0.409 1.880 -2.083 -0.975
H -0.139 1.140 -1.440 0.480
H -1.184 1.412 -2.575 0.454
O -1.123 0.756 2.391 -0.973
H -1.718 1.468 2.676 0.482
H -1.591 0.290 1.655 0.485

***

#R
20
Properties=species:S:1:pos:R:3:nbo_charge:R:1 method="wB97M-V/def2-TZVPD" total_charge=0 multiplicity=1 homo_lumo_gap_ev=8.00
C 2.033 1.132 0.110 -0.614
C 0.741 1.303 -0.235 0.225
C -0.257 1.519 0.866 -0.655
N 0.400 1.209 -1.519 -0.789
H 2.809 0.987 -0.646 0.191
H 2.435 1.062 1.097 0.197
H -0.025 0.752 1.660 0.238
H -1.278 1.407 0.578 0.213
H -0.078 2.548 1.310 0.230
H -0.495 1.668 -1.835 0.374
H 1.013 1.010 -2.359 0.406
O 1.006 -1.070 2.056 -0.975
H 1.646 -1.694 1.995 0.465
H 1.145 -0.333 1.438 0.492
O -3.076 -1.800 -0.523 -0.929
H -3.175 -1.895 0.418 0.467
H -3.863 -1.198 -0.527 0.465
O -0.083 -1.279 -0.962 -0.970
H 0.186 -1.930 -0.298 0.478
H -1.004 -1.390 -1.215 0.491

***

Relative energies with respect to the most stable structure, expressed in kcal/mol: #P 0.0; #Q 20.8; #R 24.0.

***

#P
7
Properties=species:S:1:pos:R:3:nbo_charge:R:1 method="wB97M-V/def2-TZVPD" total_charge=0 multiplicity=1 homo_lumo_gap_ev=11.35
C -1.497 0.394 -0.262 -0.400
C -0.215 0.265 -0.307 0.278
F 0.752 0.822 -1.100 -0.304
C 0.388 -0.631 0.554 0.193
N 0.743 -1.199 1.464 -0.254
H -1.997 -0.354 0.507 0.253
H -2.026 1.186 -0.763 0.235

***

#Q
7
Properties=species:S:1:pos:R:3:nbo_charge:R:1 method="wB97M-V/def2-TZVPD" total_charge=0 multiplicity=1 homo_lumo_gap_ev=9.85
C 0.228 -0.356 0.876 0.218
C -0.147 0.561 -1.855 0.344
C -0.262 -0.321 -1.034 -0.245
N 0.038 -0.223 2.156 -0.574
F -0.213 1.082 -3.055 -0.264
H 1.148 -1.008 0.615 0.177
H -0.793 0.265 2.297 0.345

***

Relative energies with respect to the most stable structure, expressed in kcal/mol: #P 0.0; #Q 110.8.

***

#P
10
Properties=species:S:1:pos:R:3:nbo_charge:R:1 method="wB97M-V/def2-TZVPD" total_charge=0 multiplicity=1 homo_lumo_gap_ev=10.20
C 1.051 -0.654 0.210 0.542
C 1.516 -0.127 1.473 0.016
C -0.097 0.293 -0.274 -0.775
O 1.394 -1.595 -0.413 -0.546
F 1.364 1.026 2.120 -0.319
H 2.401 -0.560 1.737 0.180
H 0.563 -0.935 2.113 0.163
H -0.012 1.196 0.251 0.235
H -0.857 -0.396 -0.516 0.256
H 0.377 0.269 -1.234 0.248

***

#Q
10
Properties=species:S:1:pos:R:3:nbo_charge:R:1 method="wB97M-V/def2-TZVPD" total_charge=0 multiplicity=1 homo_lumo_gap_ev="10.06 / 6.10"
C 0.329 1.469 0.581 -0.517
C -0.089 0.320 0.162 0.289
C -0.343 -1.034 -0.225 -0.728
O 1.360 -0.872 2.204 -0.169
F 1.709 0.339 2.621 -0.140
H 1.046 1.675 1.402 0.268
H 0.053 2.323 -0.001 0.233
H -0.723 -1.703 0.594 0.270
H -1.122 -1.064 -1.111 0.237
H 0.579 -1.406 -0.511 0.257

***

Relative energies with respect to the most stable structure, expressed in kcal/mol: #P 0.0; #Q 124.6.

***

#P
10
Properties=species:S:1:pos:R:3:nbo_charge:R:1 method="wB97M-V/def2-TZVPD" total_charge=0 multiplicity=1 homo_lumo_gap_ev=11.35
O 0.594 -1.719 0.546 -0.687
C -0.325 -0.884 0.057 0.570
F -1.316 -1.595 -0.658 -0.370
C -0.683 0.342 0.618 -0.452
C 0.203 0.285 -0.589 -0.447
H 0.432 -2.075 1.506 0.486
H -0.203 0.631 1.629 0.215
H -1.669 0.592 0.480 0.233
H -0.176 0.735 -1.463 0.229
H 1.199 0.341 -0.375 0.223

***

#Q
10
Properties=species:S:1:pos:R:3:nbo_charge:R:1 method="wB97M-V/def2-TZVPD" total_charge=0 multiplicity=1 homo_lumo_gap_ev=10.86
C 0.521 1.416 0.003 -0.727
C 0.586 -0.166 -0.042 0.569
O 1.625 -0.804 -0.010 -0.532
C -0.751 -0.811 0.060 -0.052
F -1.675 0.141 -0.043 -0.350
H 1.430 1.702 -0.508 0.235
H 0.625 1.733 0.995 0.235
H -0.414 1.795 -0.366 0.240
H -0.832 -1.186 1.004 0.191
H -0.868 -1.521 -0.789 0.191

***

Relative energies with respect to the most stable structure, expressed in kcal/mol: #P 19.6; #Q 0.0.

***

#P
10
Properties=species:S:1:pos:R:3:nbo_charge:R:1 method="wB97M-V/def2-TZVPD" total_charge=0 multiplicity=1 homo_lumo_gap_ev=9.37
C 0.564 -1.634 0.181 -0.775
C -0.838 1.429 -0.026 -1.015
F -2.476 -0.565 -0.408 -0.599
P -1.340 -0.144 0.792 1.069
H 0.866 -1.103 -0.656 0.182
H 0.182 -2.550 -0.227 0.202
H 1.419 -1.753 0.798 0.199
H -0.040 1.935 0.481 0.248
H -1.626 2.174 0.117 0.244
H -0.929 1.326 -1.039 0.244

***

#Q
10
Properties=species:S:1:pos:R:3:nbo_charge:R:1 method="wB97M-V/def2-TZVPD" total_charge=0 multiplicity=1 homo_lumo_gap_ev="7.80 / 8.90"
C -1.906 -0.624 -0.242 0.092
C 1.044 1.023 -0.137 -0.708
F -2.708 -0.204 0.846 -0.370
P 1.284 -0.521 0.676 0.341
H -2.208 -1.555 -0.668 0.145
H -1.710 0.279 -0.724 0.137
H 0.492 1.183 -1.133 0.207
H 1.312 1.872 0.529 0.206
H 2.567 -0.129 1.111 -0.016
H 1.834 -1.323 -0.256 -0.035

***

Relative energies with respect to the most stable structure, expressed in kcal/mol: #P 0.0; #Q 80.7.